[1]
19
Properties=species:S:1:pos:R:3 method="wB97M-V/def2-TZVPD" mol_weight_g_mol=100.161 energy_ha=-311.024894 de_lowest_ev=0.935 orbital_gap_ev=10.90 lumo_energy_ev=0.957 charge=0 spin_multiplicity=1
O -1.0094 0.6074 0.8947
C -0.4499 1.0933 -1.5460
C 0.6937 -1.2394 1.3384
C -1.2446 -1.5516 -0.2674
C -0.0239 0.7617 -0.1317
C 1.1625 1.5884 0.3298
C -0.3198 -0.5649 0.4345
H 1.4035 1.4072 1.3791
H 0.8957 2.6481 0.2380
H -1.3148 0.5109 -1.8690
H 2.0538 1.4088 -0.2816
H -0.7448 -2.0699 -1.0937
H -1.5781 -2.3112 0.4506
H 1.4762 -1.6547 0.6904
H -2.1400 -1.0480 -0.6411
H 0.2577 -2.0609 1.9176
H 1.1642 -0.5350 2.0265
H -0.6714 2.1605 -1.6578
H 0.3893 0.8493 -2.2112

***

[2]
19
Properties=species:S:1:pos:R:3 method="wB97M-V/def2-TZVPD" mol_weight_g_mol=100.161 energy_ha=-311.021625 de_lowest_ev=1.024 orbital_gap_ev=10.49 lumo_energy_ev=0.939 charge=0 spin_multiplicity=1
O 0.8723 1.6940 0.1200
C -0.5458 1.5108 0.2016
C -1.1805 -0.8333 -0.7184
C 1.7140 -0.1121 -1.2959
C -0.4036 -0.0193 0.3069
C 1.0999 0.2738 0.0349
C -0.6407 -0.5451 1.7191
H 1.9409 -1.1835 -1.3324
H 1.7547 -0.0593 0.8545
H 1.0540 0.1344 -2.1332
H -0.0859 0.0484 2.4550
H -2.2530 -0.8039 -0.4896
H -1.7051 -0.5024 1.9814
H -0.3145 -1.5889 1.8078
H -0.8702 -1.8849 -0.7076
H -0.9809 2.0184 1.0734
H -1.0536 1.8625 -0.7087
H 2.6488 0.4412 -1.4329
H -1.0508 -0.4507 -1.7360

***

[3]
19
Properties=species:S:1:pos:R:3 method="wB97M-V/def2-TZVPD" mol_weight_g_mol=100.161 energy_ha=-310.909248 de_lowest_ev=4.082 orbital_gap_ev=9.14 lumo_energy_ev=0.915 charge=0 spin_multiplicity=1
O 2.9968 -0.8316 0.3899
C 0.7828 -0.7690 -0.5921
C -2.4787 0.1161 0.8058
C -1.3166 0.9811 0.3345
C -0.7072 0.5539 -0.9676
C 1.6248 -1.0552 0.6345
C 0.7525 0.7320 -0.9914
H 3.0902 0.1061 0.1789
H 1.0684 -1.4131 -1.4226
H -3.1664 -0.0686 -0.0231
H 1.2663 -0.4449 1.4770
H -0.6225 1.1822 1.1707
H -2.1079 -0.8540 1.1570
H 1.5233 -2.1158 0.8805
H 1.1956 1.3791 -0.2119
H -1.7121 1.9668 0.0348
H 1.2154 0.9071 -1.9620
H -0.2702 -1.0716 -0.4105
H -3.0166 0.5946 1.6310

***

[4]
19
Properties=species:S:1:pos:R:3 method="wB97M-V/def2-TZVPD" mol_weight_g_mol=100.161 energy_ha=-310.956899 de_lowest_ev=2.786 orbital_gap_ev=9.43 lumo_energy_ev=1.106 charge=0 spin_multiplicity=1
O -0.7999 0.1325 -0.7566
C -0.6537 -0.3294 0.4587
C 1.6213 -0.2607 1.1587
C -0.1041 0.9331 2.5666
C -0.4863 -0.9240 -2.8519
C -1.4549 -0.7363 -1.7014
C 0.3343 0.5839 1.1481
H 1.9434 -0.5076 0.1403
H 0.6875 1.4874 3.0843
H -0.8401 -1.6868 -3.5504
H -1.6879 -1.6701 -1.1831
H 2.4324 0.2851 1.6518
H -1.0051 1.5557 2.5621
H -2.3812 -0.2478 -2.0184
H 0.5125 1.5001 0.5648
H 0.4844 -1.2379 -2.4545
H -0.3443 0.0138 -3.3968
H -0.3220 0.0241 3.1376
H 1.4544 -1.2010 1.6962

***

[5]
19
Properties=species:S:1:pos:R:3 method="wB97M-V/def2-TZVPD" mol_weight_g_mol=100.161 energy_ha=-311.020371 de_lowest_ev=1.059 orbital_gap_ev=10.50 lumo_energy_ev=0.939 charge=0 spin_multiplicity=1
O 0.7916 1.7614 -0.1718
C -0.6547 -0.5721 1.6910
C -1.1536 -0.7714 -0.7356
C 1.0905 0.3630 -0.0001
C -0.5807 1.5547 0.1852
C -0.3975 0.0276 0.3142
C 1.7503 -0.2388 -1.2203
H 1.7347 0.2173 0.8814
H 1.9361 -1.3090 -1.0733
H 2.7094 0.2545 -1.4059
H -0.7760 -1.7994 -0.8061
H 1.1225 -0.1148 -2.1071
H -1.6337 -0.2746 2.0841
H -0.8535 2.0723 1.1139
H -0.6337 -1.6701 1.6638
H -2.2216 -0.8208 -0.4836
H -1.0647 -0.3077 -1.7186
H -1.2678 1.8677 -0.6138
H 0.1023 -0.2396 2.4025

***

[6]
19
Properties=species:S:1:pos:R:3 method="wB97M-V/def2-TZVPD" mol_weight_g_mol=100.161 energy_ha=-310.950860 de_lowest_ev=2.950 orbital_gap_ev=9.20 lumo_energy_ev=0.859 charge=0 spin_multiplicity=1
O 2.0768 -1.0338 0.0804
C -0.1159 -0.6631 -0.4794
C -0.1526 0.5533 0.4569
C 0.4056 -0.5217 -1.9288
C 0.9583 -1.6982 -0.2221
C -1.2250 1.5768 0.0809
C -0.3765 0.0520 1.8904
H -1.2244 2.4127 0.7922
H 0.4029 -0.6583 2.1867
H 0.8278 1.0430 0.4155
H -1.0658 1.9906 -0.9210
H -1.1038 -1.1423 -0.4892
H -0.3710 0.8783 2.6102
H -1.3445 -0.4590 1.9777
H 2.7945 -1.6808 0.0645
H 1.0166 -1.4403 -2.0750
H -2.2264 1.1274 0.1076
H -0.3498 -0.5636 -2.7114
H 1.0754 0.3381 -2.0312

***

[7]
19
Properties=species:S:1:pos:R:3 method="wB97M-V/def2-TZVPD" mol_weight_g_mol=100.161 energy_ha=-310.939082 de_lowest_ev=3.271 orbital_gap_ev=10.26 lumo_energy_ev=1.036 charge=0 spin_multiplicity=1
O 1.4878 1.8336 0.6462
C -1.7208 -0.1508 0.3712
C 0.8460 1.3912 -0.5925
C 1.1873 -0.0689 -1.0864
C 0.7798 -1.1509 -0.0577
C -0.8661 -1.3004 -0.2683
C -1.8761 0.2431 1.6742
H 2.4476 1.7147 0.8467
H 0.7611 -0.2726 -2.0818
H 1.3326 -2.1135 -0.1989
H -0.8095 -1.2233 -1.3163
H 2.2845 -0.2350 -1.0743
H -0.2993 1.4863 -0.4398
H -2.5199 1.0538 1.7398
H -2.4926 0.1675 -0.3997
H 0.8011 -0.7768 0.9948
H -1.6068 -0.3743 2.4860
H 1.4300 2.0517 -1.2818
H -1.1668 -2.2755 0.0384

***

[8]
19
Properties=species:S:1:pos:R:3 method="wB97M-V/def2-TZVPD" mol_weight_g_mol=100.161 energy_ha=-310.900710 de_lowest_ev=4.315 orbital_gap_ev=9.60 lumo_energy_ev=0.778 charge=0 spin_multiplicity=1
O -0.1954 -1.9084 -0.3562
C 1.8777 0.0698 -0.0335
C -1.5548 -0.5612 1.1472
C -0.1991 0.3847 -0.7961
C 1.8624 -1.2937 0.0628
C -0.5757 1.8087 -0.4674
C -0.7643 -0.7866 -0.1373
H 2.1818 -1.9203 -0.7624
H -0.4594 2.0063 0.6031
H 2.3076 0.5534 -0.9078
H -1.4720 -0.3949 -1.0758
H -2.3844 0.1429 1.0158
H 1.7557 -1.7937 1.0187
H -1.6108 2.0396 -0.7414
H 0.0694 2.4999 -1.0162
H -0.8976 -0.1720 1.9358
H -1.9561 -1.5223 1.4753
H 0.2047 0.1745 -1.7822
H 1.8023 0.6858 0.8603

***

[9]
19
Properties=species:S:1:pos:R:3 method="wB97M-V/def2-TZVPD" mol_weight_g_mol=100.161 energy_ha=-310.882695 de_lowest_ev=4.805 orbital_gap_ev="9.08 / 7.21" lumo_energy_ev="-0.378 / -0.876" charge=0 spin_multiplicity=1
O 1.6719 -1.4233 -0.3076
C 0.2323 0.0783 0.1584
C 0.5051 -1.4013 0.2583
C -1.3348 0.2454 1.1536
C -1.2322 -0.6158 2.2403
C 1.2703 1.0331 -1.9991
C 0.0024 0.6848 -1.2116
H -0.7217 -0.3169 3.1525
H 1.8537 0.1281 -2.1828
H 0.9618 0.6357 0.7519
H 0.4471 -1.6166 1.3929
H -1.2359 1.3109 1.3684
H -0.5798 1.6000 -1.0498
H -2.1093 0.0123 0.4212
H -1.7145 -1.5902 2.2560
H -0.6221 -0.0009 -1.7992
H -0.3178 -1.9994 -0.2064
H 1.8998 1.7320 -1.4380
H 1.0236 1.5037 -2.9592

***

[10]
19
Properties=species:S:1:pos:R:3 method="wB97M-V/def2-TZVPD" mol_weight_g_mol=100.161 energy_ha=-310.985311 de_lowest_ev=2.013 orbital_gap_ev=10.40 lumo_energy_ev=0.961 charge=0 spin_multiplicity=1
O -0.3324 -1.8315 0.8298
C -0.4021 -0.4355 1.1348
C 0.5458 -0.0526 -0.1034
C 0.3497 -1.5958 -0.3948
C -0.1352 0.7785 -1.2086
C 1.8754 0.7979 -0.0418
C -1.8308 0.0702 1.0231
H -1.0805 0.3349 -1.4858
H 2.7391 0.2500 -0.4236
H 1.8173 1.6833 -0.7024
H -2.4954 -0.4051 1.7526
H 2.0906 1.2231 0.9397
H -2.2338 -0.1537 0.0320
H -0.0538 -0.3072 2.1713
H -0.3516 -1.7258 -1.2374
H 1.1486 -2.3380 -0.5146
H 0.5063 0.8279 -2.1001
H -1.8483 1.1533 1.1810
H -0.2788 1.8230 -0.9036

***

[11]
19
Properties=species:S:1:pos:R:3 method="wB97M-V/def2-TZVPD" mol_weight_g_mol=100.161 energy_ha=-311.013051 de_lowest_ev=1.258 orbital_gap_ev=10.55 lumo_energy_ev=1.011 charge=0 spin_multiplicity=1
O 1.1037 0.0497 -1.7831
C -1.9667 0.7021 -0.6742
C -0.3525 -0.7025 0.7674
C 1.0339 -0.0946 0.7322
C 2.1850 -0.9057 0.1843
C -1.5101 0.3048 0.7330
C 1.7166 0.3026 -0.5507
H 2.3510 1.1912 -0.5261
H 1.2656 0.5426 1.5874
H -2.9555 1.1735 -0.6504
H 0.4924 0.7805 -1.9533
H -0.4740 -1.4058 -0.0659
H -2.3705 -0.1326 1.2537
H 1.9181 -1.8461 -0.2923
H -2.0362 -0.1750 -1.3335
H 3.1504 -0.9014 0.6826
H -1.2358 1.2049 1.3013
H -0.4241 -1.2991 1.6856
H -1.2851 1.4200 -1.1468

***

[12]
19
Properties=species:S:1:pos:R:3 method="wB97M-V/def2-TZVPD" mol_weight_g_mol=100.161 energy_ha=-310.930778 de_lowest_ev=3.496 orbital_gap_ev=9.42 lumo_energy_ev=0.973 charge=0 spin_multiplicity=1
O 0.5133 -2.1228 0.7931
C 0.3506 1.8593 0.8313
C -0.7478 1.6287 -0.2102
C 2.1367 -1.4641 -0.6447
C -2.0444 -0.5062 -0.5022
C -1.7337 0.5735 0.2100
C 0.7810 -2.0948 -0.4987
H 1.0314 2.6569 0.5149
H 2.6606 -1.2671 0.3001
H -0.3852 -2.4736 0.8964
H 0.9373 0.9473 0.9908
H 2.7525 -2.0786 -1.3105
H -1.5707 -0.7172 -1.4584
H -2.2148 0.7326 1.1775
H -1.2845 2.5734 -0.3786
H -0.0793 2.1509 1.7969
H -2.7782 -1.2302 -0.1533
H -0.3026 1.3492 -1.1738
H 1.9776 -0.5173 -1.1803